Entry 1:
Molecular formula: C4H3BeO4
Method: DFT, ωB97M-V/def2-TZVPD

Properties
- charge = 0
- multiplicity = 2
- frontier orbital gap (alpha / beta) (eV) = 5.613 / 8.161

Last column: Löwdin charge in e.
Cartesian coordinates (Å):
C1 -0.529 0.530 -0.343  -0.0983
C2 0.252 -0.536 -0.672  -0.1281
H1 -0.042 -1.277 -1.420  0.1331
O1 -1.964 -0.428 1.346  0.0869
C3 -1.419 0.665 0.793  -0.4630
O2 -2.239 1.589 0.454  -0.0460
H2 -2.603 -0.821 0.739  0.1385
O3 1.515 -0.746 -0.194  -0.0147
C4 2.352 0.360 -0.159  -0.4390
O4 3.000 0.486 0.881  0.0379
Be1 1.673 1.795 0.018  0.5352
H3 -1.418 1.424 -0.911  0.2573



Entry 2:
Molecular formula: C3H5N3O
Method: DFT, ωB97M-V/def2-TZVPD

Properties
- charge = 0
- ΔE to the lowest compared entry with this formula, charge and spin (kcal/mol) = 12.7
- frontier orbital gap (eV) = 8.596

Last column: Löwdin charge in e.
Cartesian coordinates (Å):
N1 -1.900 -0.594 0.894  0.1158
C1 -0.710 -0.168 0.315  -0.4725
N2 0.386 -0.884 0.321  0.1489
C2 1.333 -0.091 -0.266  -0.4298
O1 2.569 -0.619 -0.389  0.0553
C3 0.826 1.114 -0.650  -0.0394
N3 -0.527 1.038 -0.268  0.0868
H1 -1.775 -1.565 1.162  0.0901
H2 -2.703 -0.507 0.284  0.0861
H3 2.442 -1.498 0.003  0.1057
H4 1.232 1.965 -1.175  0.1048
H5 -1.172 1.810 -0.230  0.1481



Entry 3:
Molecular formula: C3H9N3O
Method: DFT, ωB97M-V/def2-TZVPD

Properties
- charge = 0
- ΔE to the lowest compared entry with this formula, charge and spin (kcal/mol) = 61.8
- frontier orbital gap (eV) = 9.969

Last column: Löwdin charge in e.
Cartesian coordinates (Å):
H1 1.555 1.618 -0.075  0.0542
N1 1.579 1.153 0.847  -0.0183
N2 2.373 0.204 0.811  -0.0163
H2 2.393 -0.267 1.740  0.0535
C1 -1.451 1.268 0.512  -0.1466
N3 -0.636 0.599 -0.473  -0.0112
C2 -0.475 -0.647 -0.466  -0.5243
C3 0.390 -1.305 -1.489  -0.0180
O1 -1.002 -1.527 0.422  0.0746
H3 -1.387 2.334 0.311  0.0698
H4 -1.098 1.091 1.533  0.0705
H5 -2.503 0.963 0.442  0.0829
H6 -0.146 -2.144 -1.935  0.0833
H7 0.670 -0.586 -2.248  0.0815
H8 1.282 -1.691 -1.006  0.0694
H9 -1.544 -1.062 1.073  0.0948